The following is a quantum chemistry calculation of C4H9NO in the gas phase at a distorted geometry, from the Open Molecules 2025 dataset.

Cartesian coordinates (Å):
C (2.30570, 0.52285, -0.10314)
O (0.89188, 0.48174, -0.10334)
C (0.36727, -0.83373, 0.04538)
C (-1.24165, -0.76598, 0.02057)
C (-2.12182, 0.40225, 0.50142)
N (-1.70807, 0.24431, -0.88524)
H (2.72560, -0.06837, -0.93102)
H (2.71506, 0.14085, 0.84309)
H (2.60416, 1.56851, -0.22303)
H (0.73278, -1.27703, 0.97867)
H (0.74979, -1.45690, -0.79733)
H (-2.05908, -1.53159, 0.07005)
H (-1.74671, 1.23146, 1.08147)
H (-3.22354, 0.40051, 0.53614)
H (-0.99136, 0.94111, -1.03370)

Calculated values
E_tot = -7828.7503 eV
orbital gap = 0.362 Eh
structure (SMILES) = COC[C@H]1CN1
total charge = 0

The following is a quantum chemistry calculation of C2HF6OP in the gas phase at a distorted geometry, from the Open Molecules 2025 dataset.

Cartesian coordinates (Å):
O (1.37222, 1.46155, -0.72842)
P (0.38651, 0.17895, -0.22376)
C (-1.21739, -0.04435, -0.96786)
F (-1.28089, 0.53515, -2.19693)
F (-1.67513, -1.30116, -0.98653)
F (-2.01131, 0.85065, -0.34315)
C (0.74741, -0.79980, 1.27866)
F (-0.08175, -1.83657, 1.32898)
F (0.77459, -0.02835, 2.34977)
F (1.99064, -1.37091, 1.17971)
H (0.99510, 2.35484, -0.69046)

Calculated values
E_tot = -29728.9356 eV
orbital gap = 0.303 Eh
structure (SMILES) = OP(C(F)(F)F)C(F)(F)F
total charge = 0

The following is a quantum chemistry calculation of a molecular structure, CH3ClO at a distorted geometry, from the Open Molecules 2025 dataset.

Cartesian coordinates (Å):
C (0.52302, -0.02116, 0.11084)
O (-0.58847, -0.78454, 0.10377)
Cl (-2.52903, 0.30365, -0.03618)
H (1.45562, -0.56075, -0.39287)
H (0.83122, 0.46048, 0.96756)
H (0.30765, 0.60232, -0.75311)

Calculated values
E_tot = -15651.2576 eV
orbital gap (alpha / beta) = 0.288 / 0.289 Eh
total charge = 0

The following is a quantum chemistry calculation of C4H5N3 in the gas phase at a distorted geometry, from the Open Molecules 2025 dataset.

Cartesian coordinates (Å):
H (-0.35409, 1.82967, -1.91470)
N (-0.35892, 2.54910, -1.24290)
N (-0.13073, 2.16724, -0.10291)
C (-0.19561, 0.73712, 0.12258)
C (-0.36153, -0.33301, -0.69935)
C (-0.11694, -1.53872, -0.10553)
C (0.74550, -1.24314, 0.89913)
N (0.66982, 0.16043, 1.05651)
H (-1.16389, -0.57905, -1.57650)
H (-0.29519, -2.63362, -0.39509)
H (1.05575, -1.76619, 1.88091)
H (0.50584, 0.65017, 2.07787)

Calculated values
E_tot = -8695.1105 eV
orbital gap = 0.336 Eh
structure (SMILES) = [H]/N=N\c1ccc[nH]1
total charge = 0

The following is a quantum chemistry calculation of C4H5NO in the gas phase at a distorted geometry, from the Open Molecules 2025 dataset.

Cartesian coordinates (Å):
N (-1.34103, -1.16939, -0.54220)
C (-0.29883, -0.36927, -0.09133)
C (-0.33864, 0.93293, 0.46615)
C (0.97331, 1.25420, 0.67400)
O (1.80633, 0.32848, 0.21474)
C (1.02917, -0.71594, -0.32258)
H (-0.97624, -2.07471, -0.83228)
H (-2.00657, -1.32525, 0.20213)
H (-1.19401, 1.58766, 0.52339)
H (1.43547, 2.12736, 1.11685)
H (0.91103, -0.57607, -1.40886)

Calculated values
E_tot = -7764.0737 eV
orbital gap = 0.344 Eh
structure (SMILES) = Nc1ccoc1
total charge = 0

The following is a quantum chemistry calculation of a molecular structure, C32H21F7N5O9SW at a distorted geometry, from the Open Molecules 2025 dataset.

Cartesian coordinates (Å):
W (0.26363, -0.53016, -0.93064)
O (0.70236, -0.53362, -3.23229)
C (-0.14610, 0.22929, -4.12402)
C (-0.45155, 1.58345, -3.52561)
N (-1.06082, 1.43705, -2.19659)
C (-0.92423, 2.60721, -1.33463)
C (-0.29155, 2.20886, -0.01435)
O (0.27273, 2.92864, 0.72798)
O (-0.45802, 0.84314, 0.21095)
C (-2.43303, 0.94894, -2.23238)
C (-2.44751, -0.53810, -2.34168)
O (-3.29364, -1.25719, -2.73964)
O (-1.26387, -1.10591, -1.85037)
H (1.62324, -0.27922, -3.37605)
H (-1.02946, -0.37651, -4.31460)
H (0.36721, 0.34845, -5.07746)
H (-1.11303, 2.14022, -4.19783)
H (0.47080, 2.14746, -3.40987)
H (-1.89459, 3.05814, -1.11592)
H (-0.28990, 3.36830, -1.78415)
H (-3.02485, 1.37043, -3.04799)
H (-2.93768, 1.18990, -1.28972)
F (5.71058, -0.61586, -1.77398)
C (4.64830, -1.24220, -1.27196)
C (3.39050, -0.73974, -1.56729)
C (2.26725, -1.37796, -1.06358)
C (2.42958, -2.57621, -0.34623)
C (3.71373, -2.99551, -0.02298)
F (3.87916, -4.11442, 0.68832)
C (4.84445, -2.33837, -0.45962)
C (1.23952, -3.41850, -0.28093)
C (1.10816, -4.65504, 0.32053)
C (-0.06027, -5.37456, 0.11639)
C (-1.04405, -4.85885, -0.70506)
C (-0.86957, -3.59272, -1.23253)
N (0.23686, -2.87294, -1.00647)
H (3.35188, 0.14012, -2.18832)
H (5.83321, -2.70146, -0.21702)
H (1.90597, -5.05373, 0.92518)
H (-0.18648, -6.34219, 0.58377)
H (-1.94678, -5.40738, -0.93063)
H (-1.62327, -3.14956, -1.86035)
F (5.45092, 4.05752, 0.73873)
C (4.47835, 3.31114, 0.24664)
C (3.95692, 2.26436, 0.99211)
F (4.42744, 2.00443, 2.20162)
C (2.94272, 1.48825, 0.46760)
F (2.45637, 0.47753, 1.20439)
C (2.42778, 1.72034, -0.79156)
O (1.42453, 1.00933, -1.39162)
C (2.96480, 2.76644, -1.52548)
F (2.49589, 3.00537, -2.75874)
C (3.97856, 3.56074, -1.01913)
F (4.46972, 4.54916, -1.74911)
O (-6.35882, 1.72077, 2.09202)
S (-5.31556, 2.73328, 2.11746)
O (-4.41069, 2.68329, 0.97294)
O (-5.70541, 4.05061, 2.54174)
C (-4.30031, 2.05149, 3.44616)
N (-4.48986, 2.31412, 4.74968)
C (-3.74359, 1.64846, 5.61731)
C (-2.81108, 0.66530, 5.26285)
C (-2.73122, 0.45633, 3.90701)
N (-3.42209, 1.15185, 3.02295)
C (-1.88117, -0.47315, 3.10817)
C (-0.51664, -0.68521, 3.23569)
C (0.18696, -1.08443, 2.11650)
N (-0.42566, -1.36361, 0.95070)
C (-1.78593, -1.42653, 0.93478)
C (-2.52962, -0.99231, 1.98094)
H (-3.88301, 1.90739, 6.66169)
H (-2.25136, 0.10474, 5.99744)
H (0.02860, -0.37196, 4.11557)
H (1.26578, -1.10690, 2.11394)
H (-2.25745, -1.77753, 0.03269)
H (-3.60472, -0.92230, 1.89593)

Calculated values
E_tot = -91076.3124 eV
orbital gap = 0.130 Eh
total charge = +1

The following is a quantum chemistry calculation of a gas-phase ion, C3H6N3 (charge +1) at a distorted geometry, from the Open Molecules 2025 dataset.

Cartesian coordinates (Å):
C (-2.48536, -0.52056, -0.01488)
N (-1.49049, 0.25021, -0.22017)
N (-0.62285, 1.02190, 0.03897)
C (0.66583, 1.36095, -0.10892)
N (1.55359, 0.35912, -0.10805)
C (1.55088, -0.87242, 0.04461)
H (-3.04857, -0.77427, -0.80367)
H (-2.65751, -0.85000, 1.01021)
H (1.04260, 2.30102, 0.21512)
H (2.48712, 0.75369, -0.13873)
H (0.55456, -1.44784, 0.00238)
H (2.45019, -1.58180, 0.08313)

Calculated values
E_tot = -7667.1460 eV
orbital gap = 0.307 Eh
structure (SMILES) = C=N/N=C\[NH+]=C
total charge = +1

The following is a quantum chemistry calculation of C5H8O in the gas phase, from the Open Molecules 2025 dataset.

Cartesian coordinates (Å):
C (-0.78415, 0.96083, -0.18439)
C (0.73639, 1.22299, -0.33179)
C (0.97000, -0.28203, -0.27665)
O (0.96772, -0.81599, 1.06513)
C (-0.36591, -1.33103, 0.89506)
C (-0.54110, -0.55575, -0.40445)
H (-1.18201, 1.18437, 0.81077)
H (-1.41458, 1.44935, -0.93118)
H (1.23813, 1.82326, 0.43192)
H (0.98719, 1.61355, -1.32411)
H (1.75748, -0.73518, -0.89288)
H (-1.03246, -1.07358, 1.72872)
H (-0.35021, -2.42190, 0.76714)
H (-1.01477, -1.03472, -1.26218)

Calculated values
E_tot = -7360.1831 eV
orbital gap = 0.393 Eh
structure (SMILES) = C1C[C@H]2OC[C@@H]12
total charge = 0

The following is a quantum chemistry calculation of 2 unconnected molecules or ions with the total composition C2H2F3IO at a distorted geometry, from the Open Molecules 2025 dataset.

Cartesian coordinates (Å):
C (-0.64949, 0.50049, 0.57176)
C (0.32774, -0.64343, -0.94511)
O (-0.19034, -0.08594, 1.68918)
F (-0.01202, -0.08120, -2.10573)
F (1.63803, -0.62026, -0.77386)
F (-0.13623, -1.88667, -0.90022)
I (-0.04431, 2.52140, 0.26381)
H (-1.71239, 0.34612, 0.44508)
H (0.77900, -0.05050, 1.75509)

Calculated values
E_tot = -20405.2093 eV
orbital gap = 0.352 Eh
total charge = 0

The following is a quantum chemistry calculation of C6H10N2S in the gas phase at a distorted geometry, from the Open Molecules 2025 dataset.

Cartesian coordinates (Å):
C (-0.18386, 2.01795, -0.70135)
C (0.43673, 0.94468, -0.21526)
S (1.99213, 0.88222, 0.64651)
C (2.66574, -0.63566, -0.24153)
C (1.71031, -1.72366, 0.03139)
N (0.46327, -1.54159, -0.12813)
N (-0.11989, -0.32863, -0.21531)
C (-1.61354, -0.55077, -0.23418)
C (-2.04677, 0.24559, 1.02187)
H (0.36159, 2.90442, -0.47124)
H (-1.13305, 2.02364, -1.28232)
H (3.64612, -0.67929, 0.14127)
H (2.71077, -0.26218, -1.23947)
H (1.84600, -2.82396, 0.11581)
H (-1.89642, -1.54874, -0.22526)
H (-2.18890, -0.06031, -1.01435)
H (-1.81621, 1.36509, 1.11650)
H (-3.18095, 0.10777, 1.09156)
H (-1.65306, -0.33655, 1.80348)

Calculated values
E_tot = -20196.4763 eV
orbital gap = 0.325 Eh
structure (SMILES) = C=C1SCC=NN1CC
total charge = 0